(1)
{
  "formula": "C20H62O26P6",
  "method": "ωB97M-V/def2-TZVPD",
  "symbols": ["C", "O", "H", "H", "H", "H", "C", "O", "H", "H", "H", "H", "C", "O", "P", "O", "O", "C", "O", "C", "H", "H", "H", "H", "H", "H", "H", "H", "H", "C", "O", "P", "O", "O", "C", "O", "C", "H", "H", "H", "H", "H", "H", "H", "H", "H", "C", "O", "P", "O", "O", "C", "O", "C", "H", "H", "H", "H", "H", "H", "H", "H", "H", "C", "O", "P", "O", "O", "C", "O", "C", "H", "H", "H", "H", "H", "H", "H", "H", "H", "C", "O", "P", "O", "O", "C", "O", "C", "H", "H", "H", "H", "H", "H", "H", "H", "H", "C", "O", "P", "O", "O", "C", "O", "C", "H", "H", "H", "H", "H", "H", "H", "H", "H"],
  "coordinates": [[-1.7188, -0.8988, 0.3025], [-1.3871, 0.2977, -0.3897], [-1.3694, -1.7902, -0.2048], [-1.4604, -0.8539, 1.3654], [-2.8197, -0.9315, 0.3216], [-1.9861, 0.9590, -0.0293], [-4.2885, -3.5680, 0.5400], [-3.5688, -3.2812, 1.7195], [-3.6388, -3.3679, -0.3137], [-4.5072, -4.6420, 0.4681], [-5.1930, -2.9735, 0.4094], [-4.1855, -3.3303, 2.4555], [5.4896, 1.3688, 2.2893], [4.7224, 0.3457, 1.6836], [5.4304, -1.0178, 1.2781], [6.4202, -0.9165, 0.2251], [5.9970, -1.6161, 2.6159], [5.1553, -1.7820, 3.7500], [4.1818, -1.9180, 0.9726], [3.4147, -1.6410, -0.2045], [6.3536, 0.9749, 2.8288], [4.8471, 1.8457, 3.0309], [5.8102, 2.1059, 1.5573], [5.6252, -1.3117, 4.6181], [5.0086, -2.8389, 3.9642], [4.1778, -1.3020, 3.6587], [3.2701, -2.5470, -0.7880], [3.8044, -0.8770, -0.8756], [2.4530, -1.2483, 0.1306], [0.7311, 7.1806, -1.0449], [1.1339, 6.0998, -0.2094], [1.0598, 4.6047, -0.7097], [1.1859, 4.4678, -2.1590], [2.1795, 3.9495, 0.1433], [2.3177, 2.5241, 0.1318], [-0.2743, 4.0488, -0.0530], [-1.4807, 4.4748, -0.6856], [1.5766, 7.8150, -1.3073], [0.0114, 7.7917, -0.4980], [0.2647, 6.8290, -1.9654], [2.2771, 2.1026, 1.1370], [3.3230, 2.3084, -0.2321], [1.6275, 1.9959, -0.5241], [-2.0820, 5.1745, -0.1107], [-2.0795, 3.5832, -0.8831], [-1.2681, 4.8809, -1.6789], [0.6946, -7.5361, 2.4728], [1.8253, -6.7775, 2.9021], [3.1114, -6.6285, 1.9609], [3.2552, -7.7174, 0.9977], [4.2542, -6.4127, 3.0074], [4.7832, -7.5516, 3.6862], [3.0462, -5.1724, 1.3834], [1.9622, -4.8389, 0.5260], [0.4592, -8.2423, 3.2700], [0.8730, -8.1053, 1.5618], [-0.1625, -6.8775, 2.3258], [4.2967, -8.4907, 3.4165], [4.7222, -7.3741, 4.7566], [5.8298, -7.6865, 3.4057], [1.5766, -3.8932, 0.8979], [1.1375, -5.5501, 0.6080], [2.1964, -4.7513, -0.5337], [-2.6416, 0.3155, 3.6375], [-2.7447, 1.7315, 3.4213], [-3.6401, 2.2939, 2.2803], [-3.5368, 1.6275, 0.9881], [-5.0792, 2.1588, 2.9265], [-6.1904, 2.8728, 2.3950], [-3.3209, 3.8217, 2.2241], [-3.4632, 4.6508, 3.3685], [-3.2722, -0.2464, 2.9535], [-2.8611, 0.1356, 4.6879], [-1.6049, 0.0074, 3.4939], [-5.9590, 3.3947, 1.4670], [-6.5803, 3.5876, 3.1251], [-7.0163, 2.1787, 2.2310], [-3.5489, 4.0896, 4.3020], [-4.3526, 5.2739, 3.2826], [-2.5723, 5.2682, 3.4552], [-6.6615, -1.1308, -4.4725], [-6.8243, 0.1883, -3.9809], [-6.0702, 0.6466, -2.6965], [-5.9058, -0.3564, -1.6476], [-4.7150, 1.2403, -3.2480], [-3.5028, 1.1202, -2.4913], [-6.9231, 1.9051, -2.2967], [-6.2734, 2.8422, -1.4276], [-6.4443, -1.1023, -5.5442], [-7.5881, -1.6958, -4.3840], [-5.8279, -1.6493, -4.0007], [-2.7361, 0.6726, -3.1178], [-3.6242, 0.4818, -1.6186], [-3.2222, 2.1107, -2.1363], [-5.6974, 3.5413, -2.0424], [-5.5993, 2.3698, -0.7116], [-7.0643, 3.4126, -0.9490], [0.9807, 1.3529, -3.3769], [1.9165, 0.2684, -3.6072], [3.4478, 0.5965, -3.6484], [3.9546, 1.1389, -2.3876], [3.5750, 1.5193, -4.9134], [4.8283, 2.1125, -5.2473], [4.0882, -0.7838, -4.0514], [5.3397, -1.1880, -3.4573], [1.4350, 2.3395, -3.3541], [0.3401, 1.0849, -2.5443], [0.3440, 1.3670, -4.2700], [5.1397, 1.7450, -6.2231], [5.5876, 1.9080, -4.4904], [4.7142, 3.1945, -5.3003], [5.4103, -2.2689, -3.5253], [5.3957, -0.8563, -2.4237], [6.1639, -0.7584, -4.0283]],
  "forces_ev_per_angstrom": [[-1.704, 0.769, 0.251], [0.807, -0.360, -0.157], [0.423, 0.089, -0.021], [0.585, -0.266, -0.211], [0.123, -0.485, -0.033], [-0.148, 0.263, 0.133], [0.193, -0.584, -0.758], [-0.004, 0.264, 0.337], [0.041, 0.235, 0.142], [-0.273, 0.139, 0.132], [-0.035, 0.024, 0.135], [0.081, -0.025, 0.014], [0.056, 0.478, 0.539], [-0.265, -0.194, 0.030], [-0.283, 0.045, -0.183], [0.649, 0.112, -0.432], [0.029, -0.111, 0.195], [-0.297, 0.136, 0.858], [-0.076, -0.186, -0.250], [-0.885, 0.355, -0.187], [0.065, -0.066, -0.178], [-0.001, 0.103, -0.112], [0.038, -0.056, -0.103], [0.219, -0.111, -0.161], [0.056, -0.038, -0.188], [0.070, -0.079, -0.390], [0.086, -0.141, 0.219], [0.556, 0.069, 0.267], [-0.121, -0.223, -0.051], [-0.283, 0.310, -0.218], [0.194, 0.376, 0.207], [0.321, 0.432, 0.002], [-0.422, -0.154, -0.433], [-0.181, -0.143, 0.624], [1.194, -0.834, -0.098], [-0.231, 0.026, 0.066], [-0.464, -0.693, -1.011], [0.158, -0.190, 0.086], [0.024, -0.104, 0.067], [0.099, -0.054, 0.010], [-0.395, 0.377, 0.080], [-0.116, 0.014, -0.163], [-0.241, 0.284, 0.033], [0.361, 0.059, 0.364], [-0.044, 0.031, 0.287], [0.012, 0.190, 0.131], [-0.375, -0.352, 0.279], [0.055, -0.019, -0.375], [-0.309, -0.187, 0.213], [-0.049, -0.194, -0.119], [0.288, 0.016, 0.117], [0.567, -0.403, 0.022], [0.298, 0.221, -0.420], [-1.014, 0.308, 0.297], [-0.046, 0.051, -0.031], [0.258, 0.119, -0.031], [0.093, 0.088, 0.031], [-0.314, 0.199, 0.031], [-0.113, -0.020, 0.004], [-0.037, 0.259, 0.014], [0.009, 0.173, -0.185], [0.090, -0.145, 0.022], [0.583, -0.110, 0.160], [0.536, -0.149, 0.341], [0.489, -0.010, 0.313], [-0.651, -0.439, 0.013], [0.262, 0.040, -0.766], [-0.209, 0.284, 0.361], [-0.803, -0.012, 0.057], [0.154, 0.207, -0.249], [0.062, 0.352, 0.823], [-0.141, -0.031, 0.108], [-0.375, -0.084, -0.105], [-0.050, 0.179, -0.208], [0.088, -0.069, 0.001], [0.416, 0.057, 0.055], [0.253, -0.141, -0.237], [0.012, -0.210, -0.190], [0.050, 0.033, -0.217], [-0.040, 0.082, -0.168], [0.220, -0.605, -0.821], [-0.573, 0.190, -0.440], [0.262, -0.208, 0.325], [0.132, -0.325, 0.258], [0.260, -0.015, -0.088], [0.150, -0.158, 0.378], [-0.206, 0.277, 0.113], [0.010, 0.518, -0.527], [0.038, 0.353, 0.116], [0.023, 0.064, 0.412], [-0.174, -0.040, 0.243], [0.038, 0.221, -0.114], [-0.230, -0.030, -0.086], [0.166, 0.005, -0.190], [0.040, -0.095, 0.063], [-0.175, -0.141, 0.109], [0.014, -0.132, 0.243], [-0.557, -0.372, -1.404], [-0.114, 0.008, -0.177], [-0.419, -0.244, 0.791], [0.560, 0.363, 0.193], [-0.127, 0.343, -0.355], [0.254, 0.276, 0.030], [0.094, -0.358, -0.099], [0.081, 0.127, -0.092], [0.220, -0.082, 0.635], [0.259, 0.212, 0.402], [-0.015, -0.033, 0.139], [0.042, -0.101, 0.049], [-0.014, -0.112, -0.051], [-0.167, -0.037, 0.008], [-0.182, -0.046, 0.025], [0.100, -0.041, 0.022], [-0.011, 0.042, 0.050]],
  "lowdin_charge": [-0.15, -0.15, 0.08, 0.06, 0.07, 0.01, -0.17, -0.13, 0.07, 0.08, 0.08, 0.07, -0.10, -0.23, 0.31, -0.20, -0.19, -0.10, -0.20, -0.08, 0.09, 0.09, 0.09, 0.09, 0.09, 0.09, 0.08, 0.06, 0.10, -0.10, -0.20, 0.32, -0.22, -0.18, -0.08, -0.19, -0.09, 0.09, 0.09, 0.08, 0.09, 0.07, 0.08, 0.09, 0.07, 0.08, -0.11, -0.21, 0.32, -0.22, -0.20, -0.09, -0.19, -0.09, 0.09, 0.08, 0.08, 0.09, 0.09, 0.09, 0.09, 0.08, 0.09, -0.07, -0.19, 0.32, -0.20, -0.20, -0.09, -0.19, -0.08, 0.08, 0.09, 0.09, 0.07, 0.09, 0.10, 0.09, 0.09, 0.10, -0.10, -0.19, 0.31, -0.22, -0.20, -0.08, -0.19, -0.09, 0.09, 0.09, 0.09, 0.09, 0.06, 0.07, 0.10, 0.07, 0.09, -0.07, -0.20, 0.31, -0.22, -0.20, -0.08, -0.20, -0.07, 0.06, 0.08, 0.09, 0.09, 0.09, 0.09, 0.09, 0.06, 0.09],
  "homo_ev": -9.74,
  "smiles": "COP(=O)(OC)OC.COP(=O)(OC)OC.COP(=O)(OC)OC.COP(=O)(OC)OC.COP(=O)(OC)OC.COP(=O)(OC)OC.CO.CO",
  "relative_energy_kj_mol": 83.0,
  "energy_ev": -130726.673
}

***

(2)
{
  "formula": "C4H8N2",
  "method": "ωB97M-V/def2-TZVPD",
  "symbols": ["C", "C", "N", "N", "C", "C", "H", "H", "H", "H", "H", "H", "H", "H"],
  "coordinates": [[-1.2307, 0.2872, 0.0554], [1.2003, -1.8214, -0.1352], [1.7701, -0.6135, -0.1208], [-2.4720, 0.8442, 0.3710], [1.2571, 0.6190, -0.1127], [-0.0898, 1.0138, 0.0721], [2.7701, -0.6283, -0.2828], [-1.2692, -0.7824, -0.0381], [-2.5068, 1.8498, 0.2769], [-3.2607, 0.3981, -0.0710], [0.1975, -1.9849, 0.1929], [1.8475, -2.6724, -0.2188], [1.9887, 1.4073, -0.2058], [-0.2021, 2.0835, 0.2168]],
  "forces_ev_per_angstrom": [[0.113, 0.148, 0.570], [0.048, -0.369, 0.247], [-0.332, 0.310, -0.747], [-0.070, 0.102, -0.145], [0.741, 0.107, 0.389], [-0.466, -0.354, -0.249], [-0.141, 0.018, 0.027], [0.134, -0.116, -0.166], [-0.086, -0.063, -0.008], [0.016, 0.045, 0.004], [-0.272, 0.250, -0.059], [0.257, -0.035, 0.082], [0.103, -0.104, 0.095], [-0.045, 0.061, -0.039]],
  "lowdin_charge": [-0.21, -0.04, -0.09, 0.03, -0.18, -0.13, 0.15, 0.07, 0.08, 0.08, 0.01, 0.03, 0.10, 0.10],
  "homo_ev": [-6.03, -6.03],
  "relative_energy_kj_mol": 239.1,
  "energy_ev": -7255.397
}

***

(3)
{
  "formula": "C25H19N2O",
  "method": "ωB97M-V/def2-TZVPD",
  "symbols": ["C", "C", "C", "N", "C", "C", "C", "C", "C", "C", "H", "H", "H", "H", "H", "H", "H", "H", "N", "C", "C", "C", "C", "C", "C", "C", "C", "C", "C", "C", "C", "C", "C", "O", "C", "C", "H", "H", "H", "H", "H", "H", "H", "H", "H", "H", "H"],
  "coordinates": [[0.0506, -1.2053, 2.3376], [-0.3745, 0.0205, 1.4929], [0.5651, 1.1244, 1.7549], [1.3506, 1.9409, 2.0410], [-1.7995, 0.4874, 1.9073], [-2.7587, -0.4666, 2.2581], [-4.0086, -0.0652, 2.7339], [-4.3219, 1.2947, 2.7967], [-3.3739, 2.2548, 2.4300], [-2.1121, 1.8467, 1.9775], [-0.6476, -1.3734, 3.1635], [0.0747, -2.0840, 1.6826], [1.0536, -1.0344, 2.7495], [-2.5193, -1.5261, 2.1531], [-4.7312, -0.8235, 3.0363], [-5.2997, 1.6126, 3.1637], [-3.5965, 3.3233, 2.4845], [-1.3878, 2.6001, 1.6490], [-2.5649, 5.1798, -3.6172], [-2.1666, 4.2583, -3.0158], [-1.6847, 3.1401, -2.2565], [-2.5617, 2.0929, -1.9401], [-2.0952, 1.0198, -1.1939], [-0.7653, 0.9854, -0.7643], [-0.2951, -0.2577, 0.0097], [1.0992, -0.6334, -0.3710], [1.5062, -1.9876, -0.4242], [2.8611, -2.3294, -0.9893], [3.5064, -1.5407, -1.9550], [4.7141, -1.9676, -2.5262], [5.2809, -3.1895, -2.1372], [4.6407, -3.9817, -1.1681], [3.4389, -3.5533, -0.6068], [0.7818, -2.9289, -0.0140], [0.1051, 2.0174, -1.0836], [-0.3457, 3.0885, -1.8637], [-3.5984, 2.1094, -2.2858], [-2.7676, 0.2051, -0.9092], [-0.9814, -1.0835, -0.2428], [1.7974, 0.1253, -0.7170], [3.0359, -0.6065, -2.2679], [5.2028, -1.3441, -3.2781], [6.2173, -3.5244, -2.5839], [5.0691, -4.9344, -0.8501], [2.9192, -4.1831, 0.1173], [1.1357, 2.0182, -0.7235], [0.3520, 3.8785, -2.1539]],
  "forces_ev_per_angstrom": [[0.303, -0.067, 0.090], [-1.216, 0.550, 1.356], [1.801, 1.449, 1.173], [-1.624, -1.434, -0.643], [0.517, 0.060, 0.187], [-0.155, 0.235, -0.026], [0.181, 0.107, -0.388], [0.055, 0.143, 0.255], [0.212, -0.330, -0.229], [-0.541, 0.087, 0.062], [0.261, 0.139, -0.068], [0.108, 0.083, 0.170], [-0.266, -0.233, -0.151], [-0.102, 0.294, 0.146], [0.094, 0.245, -0.101], [0.254, -0.098, -0.097], [-0.038, -0.374, -0.008], [-0.207, -0.332, 0.270], [0.774, -1.806, 1.149], [-0.772, 1.851, -1.199], [-0.014, -0.241, -0.160], [-0.100, -0.162, 0.115], [-0.009, 0.378, -0.142], [-0.073, -1.121, 0.052], [0.286, 0.336, -1.387], [1.309, -1.523, -0.814], [-0.852, 2.117, 0.199], [0.242, -0.296, -0.216], [0.232, -0.384, 0.144], [-0.221, -0.172, 0.332], [-0.223, 0.063, 0.199], [-0.007, 0.457, -0.239], [0.147, 0.122, -0.231], [-0.152, -0.977, 0.006], [-0.081, 0.759, -0.454], [0.234, -0.189, 0.452], [0.358, 0.136, 0.127], [0.238, 0.275, -0.191], [0.192, 0.119, 0.268], [-0.262, -0.120, 0.164], [0.193, -0.307, 0.032], [-0.101, -0.222, 0.184], [-0.199, 0.076, 0.079], [-0.039, 0.260, -0.159], [0.025, 0.319, -0.213], [-0.411, -0.090, -0.230], [-0.351, -0.183, 0.135]],
  "lowdin_charge": [0.00, -0.38, -0.20, 0.18, -0.16, -0.04, -0.09, -0.11, -0.08, -0.04, 0.07, 0.07, 0.09, 0.12, 0.10, 0.09, 0.10, 0.12, 0.12, -0.20, -0.25, -0.03, -0.02, -0.17, -0.25, -0.06, -0.46, -0.14, -0.04, -0.11, -0.12, -0.11, -0.04, -0.10, -0.02, -0.01, 0.12, 0.12, 0.16, 0.07, 0.10, 0.09, 0.08, 0.09, 0.11, 0.11, 0.12],
  "homo_ev": -3.49,
  "smiles": "C[C@](C#N)(c1ccccc1)[C@H](/C=C(\\[O-])c1ccccc1)c1ccc(C#N)cc1",
  "relative_energy_kj_mol": 0.0,
  "total_charge": -1,
  "energy_ev": -31261.885
}

***

(4)
{
  "formula": "C4H6N2O2",
  "method": "ωB97M-V/def2-TZVPD",
  "symbols": ["C", "C", "C", "C", "H", "H", "H", "H", "H", "H", "N", "N", "O", "O"],
  "coordinates": [[-1.5364, 0.7514, 0.6889], [-0.7412, -0.1570, -0.2128], [1.3640, 1.0445, -0.6085], [1.2651, -1.2027, 0.2857], [-2.4911, 0.9697, 0.2439], [-1.8812, 0.2436, 1.5798], [-0.9196, 1.6061, 1.0103], [-0.6816, -1.6243, -1.3946], [0.9278, 1.7422, -1.3661], [0.5440, -1.9239, 0.7078], [-1.3705, -1.1115, -0.8127], [0.5951, -0.0768, -0.3166], [2.4972, 1.1811, -0.0915], [2.4286, -1.4423, 0.2862]],
  "forces_ev_per_angstrom": [[0.762, 0.224, 0.176], [-4.699, -1.353, -1.042], [3.576, 0.778, 1.502], [0.129, -0.842, -0.052], [-0.067, 0.700, -0.577], [0.500, -0.496, 0.437], [-0.635, -0.039, -0.249], [-0.607, 0.187, 0.271], [0.195, -0.330, 0.603], [-0.221, 0.310, -0.021], [1.014, 0.645, 0.268], [3.692, -0.314, 0.921], [-3.688, 0.180, -2.073], [0.047, 0.350, -0.163]],
  "lowdin_charge": [-0.01, -0.48, -0.20, -0.24, 0.08, 0.08, 0.09, 0.07, 0.15, 0.14, 0.17, -0.01, 0.05, 0.11],
  "homo_ev": -10.34,
  "smiles": "[H]/N=C(/C)N(C=O)C=O",
  "relative_energy_kj_mol": 177.1,
  "energy_ev": -11319.206
}